# 1
Computed, not measured: a molecular structure, C15H33N4PtSSi3, with ωB97M-V with the def2-TZVPD basis set.

The geometry in XYZ format:
```
57
Properties=species:S:1:pos:R:3
Pt -0.13499 0.65677 0.45356
S 0.45884 0.81261 2.67973
Si -2.22071 2.46028 -1.17692
Si 0.70043 0.32915 -1.99208
Si -2.78039 -0.80115 -1.34758
N 0.50922 -1.21057 4.36674
N -0.09834 -1.75649 2.22428
N -0.26384 -1.40480 0.86342
N 0.14890 2.66587 0.22455
C -3.59800 -0.94423 0.33691
C 1.24072 3.24716 0.75867
C 1.91852 1.70956 -2.11103
C -1.48854 0.64943 -1.02109
C 1.48778 4.59607 0.61487
C -0.52424 4.75669 -0.66109
C -0.51347 0.37391 -3.42232
C -3.98960 -0.24966 -2.63575
C -3.60259 2.54331 0.06091
C -2.03471 -2.45239 -1.81528
C 1.48036 -1.34386 -1.84535
C 0.59035 5.37057 -0.10479
C -2.67687 3.09536 -2.85402
C -0.73860 3.39846 -0.48975
C 0.28418 -0.84401 3.12947
H 0.75833 6.43189 -0.23425
H -4.50276 2.02418 -0.26914
H -1.17048 -1.76531 0.56106
H 2.37505 5.02217 1.06207
H -1.80926 3.35238 -3.46317
H -4.05760 -0.02009 0.68070
H -2.88808 -3.13012 -1.92406
H -1.23420 5.33918 -1.23466
H 0.24297 0.40749 -4.22565
H -1.13519 1.24939 -3.57563
H 1.45533 2.68969 -2.22430
H -3.32323 2.18839 1.05359
H 0.42304 -2.16608 4.69000
H -4.40727 -1.66942 0.19885
H -4.72650 -1.04982 -2.75387
H 2.19971 -1.40553 -1.02428
H -3.85930 3.60355 0.15451
H -4.54508 0.64508 -2.35080
H 1.93183 2.61383 1.29714
H 0.45841 -1.87395 0.31169
H -0.15185 -2.74442 2.44329
H -1.52224 -2.45708 -2.77716
H 0.77325 -2.17358 -1.80475
H -3.25123 4.01481 -2.70188
H 2.50514 1.51796 -3.01707
H 2.61958 1.73095 -1.27641
H -3.31811 2.41957 -3.41904
H -3.53922 -0.08713 -3.61555
H -2.98486 -1.32665 1.15697
H 0.77060 -0.52152 5.06023
H 2.06548 -1.48623 -2.76149
H -1.08678 -0.53512 -3.57593
H -1.37811 -2.93294 -1.08641
```

Computed properties:
E_tot: -59741.4589 eV
ΔE to the lowest compared entry with this formula, charge and spin: 0.000 eV
HOMO-LUMO gap: 7.45 eV
Net charge: +3
E_HOMO: -18.903 eV



# 2
Computed, not measured: 2 unconnected molecules or ions with the total composition C15H33NO4P, with ωB97M-V with the def2-TZVPD basis set.

The geometry in XYZ format:
```
54
Properties=species:S:1:pos:R:3
P -0.69319 2.42158 0.98297
O -4.20914 -0.04339 -2.00651
O -0.58317 1.47534 -1.56383
O -0.63974 3.88041 0.76236
O 4.38985 -1.62950 1.03203
N -3.93460 0.05259 -0.76807
C 0.80440 1.71846 -1.43160
C 1.60766 0.57056 -0.84166
C -3.97343 1.44653 -0.24717
C -3.40678 -1.59741 0.99347
C 4.85080 -2.94402 0.77646
C -1.39428 1.40806 -0.39973
C 5.30357 -0.58468 0.75433
C -4.07939 1.49340 1.27344
C 6.07937 -3.34019 1.57685
C -2.52940 -1.87401 -1.31189
C -1.56168 -0.05218 0.09316
C -5.20017 2.14785 -0.82791
C -2.71164 2.09814 -0.79472
C -2.86748 -0.84241 -0.24062
C 5.74262 -0.51250 -0.69867
H -5.34781 3.08882 -0.30195
H -5.08324 1.20008 1.57728
H 0.55449 1.86893 1.32267
H -3.42190 -2.38704 -1.65418
H -0.74429 -0.61775 -0.34109
H 6.95005 -2.73499 1.32192
H -3.36179 0.87182 1.79451
H -1.48370 2.03032 2.07211
H -1.85876 -2.60746 -0.86328
H -2.67083 3.15591 -0.53160
H 6.29876 -1.39914 -1.00513
H 4.87714 -0.41479 -1.35559
H -4.24547 -1.07795 1.44378
H 6.17567 -0.64409 1.41529
H 0.98377 2.66114 -0.90658
H 4.77059 0.32910 1.01920
H 6.39147 0.35104 -0.84737
H -2.63012 -1.74074 1.73987
H -1.39383 -0.07932 1.17353
H 6.33136 -4.38161 1.37501
H 5.89139 -3.22996 2.64544
H -3.77188 -2.57581 0.69132
H -2.01849 -1.42032 -2.15636
H 5.02924 -3.08861 -0.29531
H 1.58486 -0.26578 -1.54103
H -3.94335 2.52786 1.58613
H -5.06555 2.35887 -1.88356
H 1.22460 0.20737 0.10769
H 2.64802 0.86856 -0.73033
H -2.75562 2.04522 -1.88055
H -6.07817 1.51965 -0.70135
H 1.15519 1.87586 -2.45005
H 4.01400 -3.58782 1.04692
```

Computed properties:
E_tot: -35056.4843 eV
ΔE to the lowest compared entry with this formula, charge and spin: 0.621 eV
2S+1: 2
HOMO-LUMO gap (spin up / spin down): 8.76 / 10.06 eV
Net charge: 0
E_HOMO (spin up / spin down): -8.153 / -9.495 eV